DFT (ωB97M-V/def2-TZVPD) results for 11 unconnected molecules or ions with the total composition C43H108O11 in a non-equilibrium geometry.

Values from the calculation:
- E_tot (a.u.) = -2530.49827
- molar mass (g/mol) = 801.33
- lowest unoccupied orbital energy (Eh) = 0.0156
- HOMO level (eV) = -9.4
- SMILES = CC(C)O.CCOCC.CCOCC.CCOCC.CCOCC.CCOCC.CCOCC.CCOCC.CCOCC.CCOCC.CCOCC

Last column: Löwdin charge in e.
Geometry (Å):
C 1.06 0.51 0.00  -0.030
C 0.50 0.07 -1.34  -0.493
C -1.02 -0.06 -1.33  -0.024
O 0.90 0.98 -2.30  -0.032
H 2.13 0.57 -0.07  0.063
H 0.71 -0.13 0.77  0.042
H 0.73 1.54 0.21  0.077
H 0.90 -0.94 -1.54  0.133
H -1.39 -0.41 -2.27  0.056
H -1.42 0.85 -1.08  0.042
H -1.28 -0.76 -0.54  0.069
H 0.82 0.56 -3.16  0.069
C -5.12 -1.62 -3.65  -0.066
C -4.57 -0.81 -2.45  -0.304
O -5.62 -0.23 -1.73  -0.153
C -5.23 0.00 -0.39  -0.273
C -6.42 0.59 0.43  -0.042
H -5.51 -2.62 -3.26  0.093
H -5.91 -1.08 -4.15  0.070
H -4.38 -1.87 -4.40  0.052
H -3.88 -1.43 -1.83  0.113
H -3.95 -0.02 -2.86  0.084
H -4.87 -0.96 -0.04  0.115
H -4.47 0.78 -0.37  0.103
H -5.95 0.79 1.43  0.065
H -7.23 -0.09 0.53  0.059
H -6.79 1.51 0.02  0.070
C 6.70 0.41 0.32  -0.026
C 5.67 -0.67 -0.29  -0.254
O 5.71 -1.78 0.54  -0.166
C 4.94 -2.86 0.07  -0.272
C 4.87 -3.97 1.19  -0.060
H 6.41 0.71 1.31  0.046
H 7.68 -0.09 0.26  0.082
H 6.72 1.29 -0.30  0.034
H 4.68 -0.28 -0.33  0.084
H 6.00 -0.93 -1.29  0.115
H 3.96 -2.56 -0.28  0.107
H 5.39 -3.36 -0.81  0.115
H 4.21 -4.78 0.90  0.061
H 4.55 -3.48 2.14  0.078
H 5.79 -4.45 1.47  0.056
C 3.44 4.75 4.74  -0.088
C 4.14 3.80 3.81  -0.289
O 3.45 2.53 3.77  -0.171
C 3.90 1.66 2.72  -0.258
C 3.23 0.30 2.80  -0.058
H 2.35 4.90 4.37  0.096
H 3.41 4.38 5.77  0.075
H 3.88 5.77 4.72  0.080
H 4.20 4.27 2.80  0.118
H 5.09 3.65 4.25  0.100
H 3.62 2.11 1.73  0.122
H 4.98 1.52 2.93  0.115
H 3.42 -0.20 1.93  0.024
H 2.15 0.44 2.88  0.062
H 3.62 -0.30 3.62  0.086
C -0.04 1.91 4.83  -0.046
C -0.15 2.59 3.47  -0.300
O -1.50 2.95 3.25  -0.183
C -1.73 3.28 1.87  -0.270
C -3.22 3.32 1.59  -0.049
H -0.90 1.19 4.89  0.061
H 0.93 1.42 5.06  0.077
H -0.17 2.70 5.65  0.101
H 0.45 3.48 3.36  0.105
H 0.23 1.94 2.71  0.082
H -1.12 4.17 1.70  0.116
H -1.27 2.51 1.21  0.102
H -3.23 3.52 0.53  0.072
H -3.66 4.14 2.17  0.087
H -3.69 2.42 1.92  0.054
C 0.96 -3.02 4.97  -0.075
C 0.74 -4.09 3.96  -0.291
O -0.49 -4.76 4.17  -0.142
C -0.91 -5.57 3.15  -0.353
C -1.43 -4.95 1.93  -0.087
H 1.82 -2.36 4.78  0.073
H 0.05 -2.32 5.03  0.098
H 1.12 -3.41 5.97  0.067
H 0.80 -3.80 2.91  0.097
H 1.54 -4.89 4.10  0.135
H -0.11 -6.26 2.94  0.107
H -1.66 -6.26 3.59  0.138
H -1.61 -5.65 1.11  0.070
H -0.66 -4.20 1.57  0.081
H -2.37 -4.40 2.02  0.083
C -0.01 -2.19 -4.68  -0.038
C -0.51 -0.87 -5.26  -0.295
O 0.48 0.09 -5.21  -0.149
C 0.13 1.26 -5.85  -0.299
C 1.23 2.28 -5.89  -0.076
H 0.80 -2.50 -5.28  0.067
H 0.42 -2.01 -3.65  0.080
H -0.78 -2.95 -4.56  0.065
H -0.92 -0.93 -6.26  0.114
H -1.39 -0.52 -4.65  0.113
H 0.07 1.03 -6.94  0.141
H -0.74 1.76 -5.48  0.091
H 1.59 2.67 -4.92  0.076
H 0.81 3.09 -6.43  0.074
H 2.13 1.85 -6.33  0.084
C -2.98 -4.72 -2.61  -0.062
C -1.47 -5.02 -2.53  -0.291
O -1.34 -6.02 -1.54  -0.189
C 0.02 -6.50 -1.42  -0.270
C 0.13 -7.73 -0.59  -0.079
H -3.12 -3.87 -3.30  0.053
H -3.65 -5.51 -2.88  0.071
H -3.35 -4.31 -1.65  0.077
H -1.17 -5.46 -3.52  0.128
H -0.86 -4.18 -2.23  0.102
H 0.47 -6.55 -2.43  0.115
H 0.59 -5.65 -0.92  0.129
H -0.02 -7.65 0.47  0.062
H 1.11 -8.17 -0.63  0.076
H -0.53 -8.49 -0.95  0.075
C -4.92 3.44 -5.22  -0.088
C -4.13 2.79 -4.21  -0.343
O -3.00 3.57 -3.95  -0.139
C -1.96 2.79 -3.33  -0.242
C -0.65 3.59 -3.43  -0.062
H -4.21 3.58 -6.04  0.091
H -5.79 2.88 -5.58  0.089
H -5.22 4.43 -5.03  0.066
H -4.67 2.68 -3.23  0.134
H -3.86 1.75 -4.54  0.123
H -2.12 2.63 -2.24  0.118
H -1.87 1.86 -3.86  0.072
H -0.32 3.79 -4.42  0.046
H 0.19 3.22 -2.91  0.037
H -0.90 4.55 -2.97  0.086
C 1.59 4.37 -0.16  -0.076
C 2.83 4.00 -0.89  -0.271
O 3.97 4.18 -0.03  -0.191
C 5.22 3.89 -0.66  -0.241
C 6.23 3.77 0.49  -0.073
H 1.73 5.37 0.21  0.078
H 0.63 4.31 -0.73  0.078
H 1.44 3.68 0.70  0.062
H 2.81 2.92 -1.20  0.120
H 2.90 4.64 -1.74  0.105
H 5.12 2.91 -1.14  0.107
H 5.43 4.71 -1.28  0.101
H 7.23 3.33 0.25  0.081
H 5.84 3.15 1.29  0.041
H 6.40 4.79 0.82  0.073
C -1.05 -1.16 2.37  -0.051
C -2.20 -0.28 2.80  -0.249
O -2.50 -0.63 4.14  -0.168
C -3.30 0.34 4.84  -0.257
C -4.76 0.15 4.44  -0.063
H -0.17 -1.01 2.99  0.068
H -1.32 -2.19 2.70  0.082
H -0.86 -1.09 1.36  0.013
H -1.92 0.74 2.69  0.082
H -3.13 -0.57 2.22  0.129
H -3.19 0.09 5.88  0.113
H -2.93 1.35 4.76  0.092
H -5.03 -0.85 4.73  0.072
H -4.99 0.38 3.41  0.033
H -5.38 0.87 5.05  0.095